Computed, not measured: the ion C4H9N2O with charge +1 in a non-equilibrium geometry, with ωB97M-V/def2-TZVPD.

The SMILES is C=CC/[NH+]=C\NO. The calculation puts the highest occupied orbital energy at -14.0166 eV. Its frontier orbital gap is 10.13 eV. The value obtained for the energy above the lowest of the compared OMol25 structures with the same formula, charge and spin is 488.6 kJ/mol. The LUMO energy is -0.14280 Ha. The net charge is +1.

Positions of all 16 atoms, in Å:
C 1.940 1.342 0.195
C 1.429 0.120 0.182
C 0.492 -0.462 -0.851
N -0.399 -1.434 -0.224
C -1.573 -1.228 0.277
N -2.186 -0.004 0.258
O -1.952 1.439 -0.220
H 2.625 1.775 0.922
H 1.739 1.987 -0.597
H 1.533 -0.496 0.946
H 1.155 -0.999 -1.699
H -0.203 0.395 -1.111
H -0.173 -2.423 -0.174
H -2.134 -2.009 0.686
H -3.115 0.156 0.625
H -1.279 1.975 0.234